Entry 1:
Entry from OMol25: a cluster of 2 separate species, C26H42F11O8S2 in total in a non-equilibrium geometry (wB97M-V/def2-TZVPD).

Each line ends with the Mulliken charge.
Atoms and positions in Å:
1 C 10.3719 -2.2635 0.1275  -1.388
2 C 8.8890 -1.8811 0.0559  -0.240
3 C 8.5577 -1.0513 -1.2006  -0.843
4 C 7.9923 0.3292 -0.8983  -0.861
5 C 6.6900 0.2819 -0.0691  -0.517
6 C 5.4848 0.8589 -0.8206  -0.612
7 C 5.4397 2.3923 -0.7385  -0.896
8 C 4.8026 2.9274 0.5428  -0.785
9 C 3.3205 2.5912 0.7019  0.157
10 C 2.8351 2.8785 2.1305  -1.097
11 C 1.5095 2.2043 2.4864  -0.534
12 C 1.5864 0.6836 2.4171  -0.122
13 C 0.4196 -0.0189 3.1160  -1.178
14 C -0.8338 0.0684 2.2571  0.645
15 C -1.9115 -0.9599 2.6106  -0.916
16 C -3.3539 -0.4648 2.4691  -1.776
17 C -3.8198 -0.1970 1.0478  1.915
18 C -4.1026 -1.4737 0.2812  -1.204
19 C -4.6422 -1.2815 -1.1169  -0.303
20 O -5.7743 -2.1423 -1.2746  -0.371
21 C -6.3781 -1.9786 -2.5158  -0.986
22 C -7.8742 -2.2126 -2.4400  0.891
23 F -8.0822 -3.5043 -2.0270  -0.324
24 F -8.3864 -2.1040 -3.6905  -0.322
25 C -8.7021 -1.3469 -1.4597  0.556
26 F -8.1933 -1.3897 -0.2087  -0.211
27 F -9.9508 -1.8982 -1.4225  -0.345
28 C -8.8920 0.1440 -1.8356  0.574
29 F -9.8774 0.6061 -1.0144  -0.316
30 F -9.3259 0.2736 -3.1068  -0.283
31 C -7.6386 1.0460 -1.6051  0.664
32 F -6.9577 1.1575 -2.7823  -0.283
33 F -8.0660 2.2868 -1.2495  -0.271
34 C -3.1410 0.8639 0.2540  -0.717
35 O -3.4623 2.1282 0.9168  -0.478
36 S -4.9853 2.0214 1.4254  1.227
37 O -5.0001 2.4008 2.8014  -0.649
38 O -5.8649 2.7273 0.5541  -0.625
39 O -5.1810 0.4712 1.2108  -0.414
40 H 10.9523 -1.4014 0.4455  0.305
41 H 10.7210 -2.5728 -0.8548  0.373
42 H 10.5295 -3.0839 0.8227  0.375
43 H 8.6503 -1.3018 0.9462  0.236
44 H 8.2622 -2.7687 0.0843  0.368
45 H 7.8637 -1.5988 -1.8374  0.289
46 H 9.4680 -0.9318 -1.7897  0.467
47 H 8.7293 0.9329 -0.3706  0.299
48 H 7.7642 0.8162 -1.8462  0.470
49 H 6.8140 0.8018 0.8794  0.277
50 H 6.4511 -0.7547 0.1686  0.413
51 H 4.5582 0.4192 -0.4657  0.248
52 H 5.5995 0.5984 -1.8729  0.438
53 H 4.9295 2.7949 -1.6123  0.435
54 H 6.4745 2.7419 -0.7663  0.346
55 H 5.3763 2.5759 1.4014  0.313
56 H 4.8862 4.0163 0.5374  0.358
57 H 3.1330 1.5550 0.4436  -0.003
58 H 2.7590 3.2242 0.0156  0.181
59 H 2.7386 3.9612 2.2312  0.353
60 H 3.6140 2.5727 2.8316  0.475
61 H 0.7536 2.6016 1.8083  0.260
62 H 1.2426 2.5297 3.4942  0.360
63 H 1.5988 0.3923 1.3688  -0.151
64 H 2.5434 0.3605 2.8352  0.484
65 H 0.7064 -1.0592 3.2688  0.364
66 H 0.2679 0.4531 4.0875  0.362
67 H -1.2441 1.0785 2.2965  0.344
68 H -0.5273 -0.0997 1.2279  -0.451
69 H -1.7839 -1.2134 3.6661  0.561
70 H -1.7529 -1.8914 2.0693  0.388
71 H -4.0080 -1.2526 2.8430  0.430
72 H -3.4985 0.3919 3.1187  0.429
73 H -3.2140 -2.0999 0.2852  0.419
74 H -4.8736 -1.9991 0.8449  0.498
75 H -3.8824 -1.5278 -1.8585  0.306
76 H -4.9742 -0.2599 -1.3041  0.109
77 H -6.1857 -1.0091 -2.9808  0.474
78 H -6.0106 -2.7374 -3.2133  0.414
79 H -6.9679 0.6410 -0.8478  -0.137
80 H -2.0629 0.8052 0.1780  0.036
81 H -3.4578 0.9999 -0.7748  0.777
82 C 0.3972 -1.8508 -2.9128  0.302
83 F 1.0303 -0.8119 -3.4656  -0.233
84 F -0.3979 -2.3824 -3.8478  -0.228
85 F 1.3190 -2.7653 -2.5998  -0.222
86 S -0.5636 -1.3377 -1.4330  1.446
87 O -1.5004 -0.3626 -1.9544  -0.711
88 O 0.4446 -0.7960 -0.5471  -0.682
89 O -1.1743 -2.5687 -0.9745  -0.728

Values from the calculation:
Strongest force on any atom = 1.97 eV/Å
Kohn-Sham gap = 9.5 eV
Lowest unoccupied orbital energy = 2.44 eV
E_HOMO = -7.082 eV
Total energy = -3512.84510 hartree
Molar mass = 755.73 g/mol
Total charge = -1

=====

Entry 2:
Entry from OMol25: a structure of composition C26H42Ge2RhS4SbSi3 in a non-equilibrium geometry (wB97M-V/def2-TZVPD).

Each line ends with the Mulliken spin population.
Atoms and positions in Å:
1 Rh 0.3295 0.4847 1.1102  0.941
2 S 1.4604 3.8410 3.9735  0.076
3 Sb -0.2042 2.7259 2.8774  -0.008
4 S 0.0926 0.4038 3.4702  0.427
5 S 0.4112 2.7164 0.2883  0.192
6 S -2.4230 3.2865 3.1693  0.925
7 C 3.3761 3.3851 -2.6787  0.016
8 Si 2.7667 1.6468 -2.3389  0.016
9 C 1.2378 1.3275 -3.3441  0.010
10 C 4.1429 0.4371 -2.8748  0.005
11 Ge 2.3638 1.5343 0.0070  0.425
12 Si 4.1304 2.6708 1.0680  0.025
13 C 5.5849 2.5377 -0.1363  0.005
14 C 4.4195 1.9343 2.8071  0.000
15 C 3.7341 4.4444 1.3864  0.014
16 Si 1.2012 -1.6620 1.1844  0.273
17 C -0.1890 -2.7332 1.6457  0.079
18 C 2.7260 -1.8574 2.2006  0.007
19 C 1.5818 -2.0399 -0.5904  0.106
20 H 3.3730 3.9689 -1.7598  -0.004
21 H 2.7465 3.8776 -3.4212  0.001
22 H 4.4031 3.2311 -3.1100  0.001
23 H 0.4012 1.9325 -2.9660  -0.004
24 H 0.8184 0.2744 -3.4879  -0.004
25 H 1.5647 1.6688 -4.3581  0.000
26 H 4.3709 -0.3422 -2.1352  -0.001
27 H 5.1067 0.9751 -3.0670  0.001
28 H 3.6998 0.0082 -3.7982  0.000
29 H 5.5685 1.5614 -0.7005  0.001
30 H 6.5488 2.6720 0.3620  0.002
31 H 5.5821 3.3410 -0.9266  0.000
32 H 4.3100 0.8497 2.8453  0.002
33 H 3.6876 2.4177 3.4554  0.003
34 H 5.4417 2.1145 3.1586  -0.001
35 H 3.0031 4.8819 0.6994  0.000
36 H 4.5916 5.1020 1.3550  0.002
37 H 3.3005 4.5334 2.4129  -0.001
38 H 0.1920 -3.7838 1.7563  0.008
39 H -1.0089 -2.5506 0.9203  0.004
40 H -0.6011 -2.3630 2.5951  -0.010
41 H 2.7913 -1.0501 2.9496  -0.001
42 H 3.5886 -1.7791 1.5483  0.004
43 H 2.7710 -2.8238 2.7055  0.004
44 H 0.9414 -1.5557 -1.3245  -0.051
45 H 1.4508 -3.0972 -0.7545  0.015
46 H 2.6260 -1.8557 -0.8644  0.010
47 C -3.0549 1.7568 0.0894  0.064
48 Ge -2.1105 0.1366 0.5761  0.137
49 C -3.4729 -0.6817 1.7744  -0.014
50 C -4.7152 -0.9288 1.2338  0.005
51 C -5.6469 -1.5510 2.0276  0.004
52 C -5.3161 -2.0346 3.2870  -0.001
53 C -4.0811 -1.6957 3.8552  0.007
54 C -3.1741 -0.9580 3.1095  -0.022
55 C -2.1294 -0.9487 -1.0378  0.179
56 C -1.6748 -0.1502 -2.1085  -0.016
57 C -2.1900 -0.2941 -3.4466  -0.005
58 C -2.9304 -1.4186 -3.7191  0.016
59 C -3.2393 -2.3477 -2.7213  -0.004
60 C -4.0018 -3.4841 -3.0367  0.006
61 C -4.2913 -4.4380 -2.1000  -0.004
62 C -3.9322 -4.2133 -0.7150  0.006
63 C -3.2862 -3.0580 -0.3925  0.005
64 C -2.9868 -2.0816 -1.3374  0.026
65 H -4.0483 1.6135 -0.3567  0.016
66 H -2.3818 2.2055 -0.6544  -0.019
67 H -3.2722 2.4040 0.9358  -0.007
68 H -4.9531 -0.6793 0.1522  -0.002
69 H -6.6585 -1.7141 1.6894  0.000
70 H -5.9699 -2.7081 3.8202  0.000
71 H -3.8613 -1.8948 4.8899  0.000
72 H -2.2551 -0.5057 3.5388  0.008
73 H -0.9100 0.5976 -1.9394  0.092
74 H -1.9591 0.4802 -4.2500  0.001
75 H -3.0649 -1.8022 -4.7165  0.001
76 H -4.3636 -3.6715 -4.0499  0.000
77 H -4.8004 -5.3388 -2.4214  0.000
78 H -4.1774 -4.9631 0.0246  0.000
79 H -3.1024 -2.9256 0.6845  0.005

Values from the calculation:
Strongest force on any atom = 2.59 eV/Å
Kohn-Sham gap (spin up / spin down) = 5.1 / 4.3 eV
Lowest unoccupied orbital energy (spin up / spin down) = -1.73 / -3.63 eV
E_HOMO (spin up / spin down) = -6.779 / -7.960 eV
Spin multiplicity = 5
Total energy = -7981.74336 hartree
Molar mass = 937.03 g/mol

=====

Entry 3:
Entry from OMol25: a structure of composition C26H42IrN6Si in a non-equilibrium geometry (wB97M-V/def2-TZVPD).

Each line ends with the Mulliken spin population.
Atoms and positions in Å:
1 Ir 0.1932 0.0293 0.1440  0.744
2 C -1.1818 2.0946 0.9486  -0.020
3 C -2.5215 1.3948 0.8556  0.008
4 N -2.3785 0.0772 0.2571  0.092
5 C -2.8130 -1.1016 0.9721  0.004
6 C -1.7229 -1.6912 1.8428  0.011
7 C -2.0322 -2.7264 2.7067  0.001
8 C -1.0310 -3.3047 3.4634  -0.001
9 C 0.2572 -2.8076 3.3627  0.001
10 C 0.5124 -1.7651 2.4943  0.017
11 C 1.9287 -1.2541 2.3644  0.001
12 N 2.0189 0.0724 1.7528  0.129
13 C 1.9621 1.2266 2.6644  -0.001
14 C 1.0585 2.2851 2.0483  0.031
15 N -0.2173 1.6068 1.7053  -0.010
16 N -0.4660 -1.2190 1.7364  0.058
17 H -1.0033 3.0720 0.5083  -0.001
18 H -1.9370 2.1150 -1.8459  0.004
19 H -3.2055 2.0210 0.2825  -0.001
20 H -2.9382 1.3308 1.8683  -0.006
21 H -2.6786 0.0856 -0.7039  -0.022
22 H -3.0743 -1.8536 0.2242  -0.001
23 H -3.7079 -0.9443 1.5826  -0.002
24 H -3.0529 -3.0798 2.7681  0.000
25 H -1.2517 -4.1268 4.1310  0.000
26 H 1.0626 -3.2218 3.9543  0.000
27 H 2.4683 -1.9565 1.7261  0.004
28 H 2.4010 -1.2714 3.3500  -0.001
29 H 2.8490 0.1175 1.1779  -0.016
30 H 2.9520 1.6427 2.8501  0.001
31 H 1.5603 0.9162 3.6326  -0.001
32 H 1.4907 2.6698 1.1250  -0.004
33 H 0.8531 3.1119 2.7284  -0.002
34 H -0.4556 0.8415 2.3377  0.008
35 C 3.2657 0.4592 -1.1274  0.006
36 C 2.1994 1.2378 -1.8437  -0.006
37 C 2.6370 2.1082 -2.8345  -0.002
38 C 1.7308 2.8208 -3.5851  0.001
39 C 0.3874 2.5943 -3.3565  -0.003
40 C -0.0201 1.7195 -2.3646  -0.006
41 N 0.8785 1.0947 -1.5523  -0.018
42 N -1.3860 1.3822 -2.2749  0.022
43 Si -2.1591 0.5606 -3.6749  0.004
44 C -3.0924 1.8275 -4.6697  0.000
45 C -3.3428 -0.7210 -2.9902  0.001
46 C -0.7893 -0.2809 -4.6063  -0.002
47 H 3.9501 0.0526 -1.8730  0.001
48 H 2.8707 -0.3841 -0.5793  -0.005
49 H 3.8634 1.1182 -0.4899  0.000
50 H 3.6999 2.1961 -3.0116  0.000
51 H 2.0580 3.5046 -4.3568  0.000
52 H -0.3723 3.0761 -3.9558  0.001
53 H -3.7638 2.4189 -4.0422  0.000
54 H -3.7094 1.3426 -5.4297  0.000
55 H -2.4235 2.5178 -5.1872  0.000
56 H -4.2792 -0.2954 -2.6203  0.000
57 H -2.8731 -1.3261 -2.2104  0.000
58 H -3.6158 -1.4177 -3.7864  0.000
59 H -0.1581 0.4179 -5.1557  0.000
60 H -1.2179 -0.9734 -5.3341  0.000
61 H -0.1533 -0.8650 -3.9349  0.001
62 C 0.2795 -4.6954 -2.3334  -0.001
63 C 1.5137 -3.9861 -1.7595  -0.006
64 C 2.1485 -4.8570 -0.6659  0.000
65 C 2.5337 -3.7312 -2.8767  0.000
66 C 1.1021 -2.7013 -1.1673  -0.016
67 C 0.7771 -1.6442 -0.6722  0.002
68 H 0.5726 -5.6510 -2.7699  0.000
69 H -0.1879 -4.0918 -3.1123  0.000
70 H -0.4578 -4.8859 -1.5524  0.000
71 H 2.4406 -5.8213 -1.0834  0.000
72 H 1.4423 -5.0369 0.1465  0.000
73 H 3.0419 -4.3807 -0.2576  0.000
74 H 2.8282 -4.6770 -3.3332  0.000
75 H 3.4309 -3.2501 -2.4835  0.000
76 H 2.1085 -3.0940 -3.6533  0.000

Values from the calculation:
Strongest force on any atom = 1.09 eV/Å
Kohn-Sham gap (spin up / spin down) = 6.6 / 6.6 eV
Lowest unoccupied orbital energy (spin up / spin down) = -6.72 / -6.79 eV
E_HOMO (spin up / spin down) = -13.318 / -13.430 eV
Spin multiplicity = 2
Total energy = -1737.76343 hartree
Molar mass = 658.97 g/mol
Total charge = +2